Entry 1:
3 unconnected molecules or ions with the total composition C5H13NO3. Source: OMol25; level of theory: ωB97M-V with the def2-TZVPD basis set.

## Properties
HOMO level (alpha / beta) = -0.26884 / -0.26886 Ha
orbital gap (alpha / beta) = 8.15 / 8.15 eV

ORCA input file:
```
! RIJCOSX wB97M-V def2-TZVPD def2/J DEFGRID3
* xyz 0 1
C 1.144 1.141 1.602
C -1.105 0.128 1.054
N 0.955 2.294 0.977
O 1.982 0.229 1.184
H 1.815 -0.006 0.219
H 0.907 1.089 2.657
H 0.266 2.900 1.401
H 0.873 2.212 -0.059
H -1.696 -0.743 0.772
H -1.670 1.041 0.861
H -0.934 0.032 2.129
C 0.748 -2.050 -0.571
C -1.378 -0.399 -1.728
C -0.149 0.195 -1.081
O 0.965 -0.686 -0.955
O 0.169 1.365 -1.317
H 0.250 -2.604 -1.366
H 1.735 -2.478 -0.403
H 0.165 -2.095 0.351
H -1.175 -0.483 -2.799
H -2.205 0.292 -1.585
H -1.661 -1.374 -1.342
*
```

---

Entry 2:
2 unconnected molecules or ions with the total composition C5H13NO3S. Source: OMol25; level of theory: ωB97M-V with the def2-TZVPD basis set.

## Properties
HOMO level = -0.28922 Ha
orbital gap = 7.65 eV

ORCA input file:
```
! RIJCOSX wB97M-V def2-TZVPD def2/J DEFGRID3
* xyz 0 1
C -1.250 -1.937 -0.734
C 0.884 2.079 -1.001
C -1.737 0.560 1.780
C -1.554 -0.564 -0.258
C 0.808 0.592 -1.286
N -1.247 -0.578 1.045
O 1.667 -1.700 -0.029
O 3.314 0.106 -0.084
O 1.343 0.148 1.375
S 1.693 -0.244 0.026
H -0.489 -2.440 -0.283
H -2.070 -2.606 -0.508
H -1.173 -2.218 -1.819
H 0.372 2.405 -1.961
H 0.421 2.265 -0.111
H 1.854 2.581 -1.027
H -2.134 1.332 1.210
H -2.312 0.348 2.564
H -0.776 1.127 2.104
H -2.232 -0.029 -0.823
H 1.253 0.135 -2.091
H 3.720 -0.389 0.555
H -0.356 -0.973 1.356
*
```

---

Entry 3:
A gas-phase ion, C5H13NO4P (charge -1). Source: OMol25; level of theory: ωB97M-V with the def2-TZVPD basis set.

## Properties
HOMO level = -0.17808 Ha
SMILES string = CC[N+](CC)(CO)P(=O)([O-])[O-]
orbital gap = 8.35 eV

ORCA input file:
```
! RIJCOSX wB97M-V def2-TZVPD def2/J DEFGRID3
* xyz -1 1
C -2.125 -0.149 -1.345
C 2.234 -0.466 0.586
C -0.862 -0.588 -0.648
C 0.763 -0.584 1.122
C -0.018 1.473 0.049
N -0.314 0.102 0.505
O -1.668 -0.923 2.703
O -0.996 1.522 2.665
O -2.877 0.764 1.125
O 0.688 2.161 0.983
P -1.737 0.386 2.028
H -2.894 -0.211 -0.631
H -2.154 0.846 -1.803
H -2.170 -0.798 -2.236
H 2.475 -1.205 -0.182
H 2.446 0.531 0.401
H 2.879 -0.761 1.443
H 0.047 -0.926 -1.405
H -1.104 -1.511 -0.152
H 0.621 -0.269 2.160
H 0.641 -1.736 1.032
H -1.090 1.869 0.080
H 0.358 1.511 -0.917
H 0.169 1.919 1.768
*
```

---

Entry 4:
2 unconnected molecules or ions with the total composition C5H13NOS. Source: OMol25; level of theory: ωB97M-V with the def2-TZVPD basis set.

## Properties
HOMO level (alpha / beta) = 0.04040 / -0.19419 Ha
orbital gap (alpha / beta) = 2.38 / 8.84 eV

ORCA input file:
```
! RIJCOSX wB97M-V def2-TZVPD def2/J DEFGRID3
* xyz -1 2
C -0.770 1.408 -2.885
C -0.378 -0.057 -2.801
N -1.208 -0.847 -2.073
O 0.596 -0.482 -3.399
H -1.637 1.664 -2.278
H -0.992 1.628 -3.934
H 0.086 2.011 -2.591
H -0.925 -1.801 -1.905
H -1.798 -0.411 -1.371
C -0.453 0.290 3.531
C 0.513 0.224 2.357
S 0.097 -1.191 1.299
C 1.511 -1.129 0.187
H -0.106 1.030 4.261
H -0.491 -0.673 4.040
H -1.463 0.552 3.232
H 1.520 0.052 2.744
H 0.497 1.136 1.763
H 1.636 -0.153 -0.284
H 2.425 -1.395 0.707
H 1.338 -1.856 -0.601
*
```

---

Entry 5:
2 unconnected molecules or ions with the total composition C5H13NOS. Source: OMol25; level of theory: ωB97M-V with the def2-TZVPD basis set.

## Properties
HOMO level = -0.31020 Ha
SMILES string = CC(N)=O.CCSC
orbital gap = 9.28 eV

ORCA input file:
```
! RIJCOSX wB97M-V def2-TZVPD def2/J DEFGRID3
* xyz 0 1
C -0.769 -1.385 2.204
C 0.491 -0.600 2.462
O 1.624 -1.001 2.369
N 0.226 0.727 2.813
H -0.953 -2.137 2.983
H -0.509 -2.065 1.374
H 0.951 1.283 3.265
H -0.490 1.239 2.324
H -1.600 -0.743 1.950
C 0.539 -0.207 -1.045
C 1.154 -0.698 -2.329
C -1.180 1.088 -3.089
S -0.923 0.900 -1.303
H 0.263 -1.070 -0.436
H 1.170 0.441 -0.437
H 1.772 0.083 -2.797
H 0.376 -1.116 -2.960
H -1.198 2.165 -3.285
H -0.380 0.678 -3.695
H -2.146 0.674 -3.353
H 1.871 -1.517 -2.164
*
```

---

Entry 6:
A single C5H13NOS molecule. Source: OMol25; level of theory: ωB97M-V with the def2-TZVPD basis set.

## Properties
HOMO level = -0.32243 Ha
SMILES string = C[C@@H](CCS)NCO
orbital gap = 9.65 eV

ORCA input file:
```
! RIJCOSX wB97M-V def2-TZVPD def2/J DEFGRID3
* xyz 0 1
C 1.616 -0.538 -0.454
C 0.107 -0.243 -0.567
C -0.763 -1.278 0.136
C -0.659 -1.185 1.660
S -1.357 -2.622 2.536
N -0.210 1.103 -0.090
C -0.215 2.231 -0.981
O 1.041 2.893 -0.913
H 1.749 -1.621 -0.591
H 2.182 -0.125 -1.291
H 2.006 -0.165 0.490
H -0.064 -0.232 -1.643
H -0.471 -2.266 -0.221
H -1.777 -1.037 -0.146
H 0.366 -1.002 1.981
H -1.295 -0.354 1.957
H -2.130 -3.082 1.543
H 0.142 1.309 0.832
H -1.045 2.848 -0.627
H -0.356 1.837 -1.986
H 1.133 3.530 -1.625
*
```

---

Entry 7:
2 unconnected molecules or ions with the total composition C5H13NOSi. Source: OMol25; level of theory: ωB97M-V with the def2-TZVPD basis set.

## Properties
HOMO level = -0.25513 Ha
orbital gap = 5.79 eV

ORCA input file:
```
! RIJCOSX wB97M-V def2-TZVPD def2/J DEFGRID3
* xyz 0 1
C -1.550 -0.202 0.145
C -1.675 0.843 -0.916
C -3.802 0.116 0.757
C 3.099 0.933 0.628
C 2.615 -2.025 -0.183
N -2.575 -0.590 0.897
O -0.366 -0.455 0.431
Si 2.104 -0.229 -0.579
H -2.164 0.544 -1.870
H -0.615 1.115 -1.167
H -2.258 1.679 -0.620
H -3.741 1.127 0.979
H -4.074 0.176 -0.278
H -4.573 -0.333 1.315
H 3.299 1.897 0.138
H 2.678 1.302 1.498
H 4.198 0.697 0.847
H 2.993 -2.524 -1.112
H 3.350 -1.969 0.736
H 1.602 -2.339 0.189
H 1.456 0.240 -1.835
*
```

---

Entry 8:
A molecular structure, C5H13NOSi. Source: OMol25; level of theory: ωB97M-V with the def2-TZVPD basis set.

## Properties
HOMO level = -0.35260 Ha
orbital gap = 10.43 eV

ORCA input file:
```
! RIJCOSX wB97M-V def2-TZVPD def2/J DEFGRID3
* xyz 0 1
C 0.663 -0.783 0.748
C 1.081 -1.431 2.104
C -1.079 0.663 1.709
C 1.149 1.462 -1.691
C -1.149 -0.800 -2.101
N -0.171 0.229 0.732
O 1.068 -1.240 -0.313
Si -0.480 0.591 -0.979
H 1.832 -0.750 2.512
H 1.535 -2.382 1.956
H 0.276 -1.686 2.659
H -1.621 -0.068 2.254
H -0.771 1.482 2.462
H -1.767 1.269 1.130
H 1.048 2.518 -1.544
H 1.899 1.034 -1.028
H 1.436 1.135 -2.623
H -1.354 -1.742 -1.684
H -1.920 -0.403 -2.712
H -0.353 -0.874 -2.771
H -1.324 1.775 -0.819
*
```

---

Energy across the listed records, respectively: -13025.1973 -23858.7487 -24367.7383 -19768.2097 -19768.5574 -19768.0552 -16807.1930 -16811.2723 eV.
Relative energy (zero: lowest compared OMol25 entry of this formula, charge and spin) across the listed records, respectively: 93.0 100.9 6.4 0.1 12.6 24.1 122.8 28.8 kcal per mole.